DFT (ωB97M-V with the def2-TZVPD basis set) results for C18H26N2OPPd as an isolated structure in a non-equilibrium geometry.

Last column: Löwdin charge in e.
CARTESIAN COORDINATES (ANGSTROEM)
Pd -0.305 -1.726 0.503  0.8418
N -0.745 -2.872 3.524  0.1367
C -0.537 -2.450 2.485  -0.2166
C 2.447 -0.039 -0.514  -0.0679
C 3.028 -1.415 -0.255  -0.2161
O 1.968 -2.297 0.093  -0.2513
C 2.273 -3.684 0.067  -0.2214
C 0.983 -4.468 0.183  -0.0700
H 3.253 0.666 -0.697  0.1073
H 1.879 0.304 0.360  0.0516
H 1.806 -0.065 -1.400  0.0688
H 3.751 -1.383 0.577  0.1523
H 3.562 -1.784 -1.141  0.1501
H 2.948 -3.919 0.908  0.1557
H 2.817 -3.935 -0.857  0.1528
H 0.539 -4.357 1.181  0.0581
H 1.179 -5.529 0.034  0.1136
H 0.290 -4.137 -0.609  0.0630
N -2.272 -2.953 -0.214  0.1104
H -2.127 -3.933 0.049  0.0849
H -2.530 -2.951 -1.201  0.0870
H -3.088 -2.641 0.317  0.0774
C -2.961 0.684 -0.077  -0.1638
P -1.132 0.589 -0.106  1.1083
C -0.640 1.620 1.338  -0.3671
C -0.032 0.992 2.429  -0.1043
C 0.169 1.677 3.615  -0.0063
C -0.173 3.020 3.675  0.0105
C -0.779 3.653 2.597  -0.0032
C -0.995 2.966 1.408  -0.0661
C -0.655 1.517 -1.612  -0.3191
C -1.239 1.141 -2.826  -0.0387
C -0.935 1.860 -3.977  0.0163
C 0.008 2.878 -3.953  0.0690
C 0.595 3.243 -2.748  0.0261
C 0.298 2.538 -1.590  -0.0359
H -3.266 1.731 -0.143  0.0904
H -3.329 0.271 0.863  0.0771
H -3.413 0.147 -0.909  0.0593
H 0.281 -0.057 2.356  0.0557
H 0.613 1.175 4.461  0.1359
H 0.068 3.585 4.568  0.1414
H -1.122 4.674 2.682  0.1373
H -1.482 3.461 0.582  0.1214
H -1.937 0.318 -2.880  0.1187
H -1.474 1.644 -4.893  0.1439
H 0.292 3.389 -4.865  0.1545
H 1.297 4.064 -2.707  0.1439
H 0.825 2.786 -0.679  0.1266

Computed properties:
Highest occupied orbital energy (spin up / spin down) ... -0.6910 / -0.6913 Eh
Charge ... +3
Calculated total energy ... -36849.5556 eV
M ... 423.81 g mol⁻¹

=====

DFT (ωB97M-V with the def2-TZVPD basis set) results for CH9NO4 as an isolated structure in a non-equilibrium geometry.

Last column: Löwdin charge in e.
CARTESIAN COORDINATES (ANGSTROEM)
C 0.747 0.444 -0.316  -0.2921
N 1.081 -0.734 0.385  0.3001
O 1.285 0.461 -1.569  0.0400
H 1.027 1.298 0.282  0.1671
H -0.382 0.522 -0.386  0.2097
H 0.544 -0.833 1.253  0.1014
H 0.417 -2.643 -2.060  0.0208
H -1.695 -0.242 2.421  0.0027
O -1.131 -0.061 1.663  -0.2573
H 1.123 -1.588 -0.213  0.0706
H 1.003 -0.523 -1.849  0.0265
O 0.580 -1.802 -1.625  -0.2425
H -1.340 1.042 1.096  -0.0570
H -1.997 2.632 0.372  0.0389
O -1.261 2.029 0.546  -0.1292

Computed properties:
Highest occupied orbital energy ... -0.3661 Eh
ΔE to the lowest compared entry with this formula, charge and spin ... 198.5 kcal per mole
Calculated total energy ... -10855.5806 eV
M ... 99.09 g mol⁻¹